Entry 1:
C33H32AsFN2Ni | ωB97M-V with the def2-TZVPD basis set

Gap between HOMO and LUMO (alpha / beta) = 8.17 / 7.95 eV
Lowest unoccupied orbital energy (alpha / beta) = 0.220 / -0.036 eV
HOMO energy (alpha / beta) = -7.9 / -8.0 eV

CARTESIAN COORDINATES (ANGSTROEM)
1 Ni 1.0276 -0.8427 0.7797
2 C -2.2853 -1.2639 -2.1798
3 C -2.2233 -1.3051 -0.6524
4 C -2.0123 -2.7035 -0.1336
5 C -3.1028 -3.5156 0.1519
6 C -2.9257 -4.8131 0.6041
7 C -1.6443 -5.3066 0.7871
8 C -0.5268 -4.5276 0.5062
9 C 0.8476 -5.0442 0.8514
10 C 1.2419 -4.6101 2.2659
11 C -0.7311 -3.2320 0.0228
12 N 0.3868 -2.4013 -0.2749
13 C 1.0767 -2.5778 -1.3486
14 C 2.1849 -1.7105 -1.5588
15 C 3.1541 -1.5701 -2.5480
16 C 3.9890 -0.5287 -2.1245
17 C 3.4857 -0.0846 -0.8989
18 N 2.3967 -0.7938 -0.5582
19 H -2.4663 -0.2494 -2.5385
20 H -3.0795 -1.9126 -2.5531
21 H -1.3426 -1.6064 -2.6126
22 H -3.1445 -0.9013 -0.2263
23 H -1.4144 -0.6566 -0.3123
24 H -4.1022 -3.1146 0.0267
25 H -3.7841 -5.4335 0.8272
26 H -1.4992 -6.3131 1.1626
27 H 1.5977 -4.6835 0.1479
28 H 0.8496 -6.1335 0.7753
29 H 1.2502 -3.5212 2.3449
30 H 2.2300 -4.9876 2.5325
31 H 0.5211 -4.9825 2.9951
32 H 0.8099 -3.3582 -2.0599
33 H 3.2420 -2.1562 -3.4492
34 H 4.8623 -0.1480 -2.6284
35 H 3.8664 0.6975 -0.2596
36 C 3.6853 4.8896 0.9057
37 C 3.4513 4.2518 -0.3043
38 C 2.4670 3.2789 -0.3998
39 C 1.7055 2.9397 0.7150
40 C 1.9459 3.5783 1.9274
41 C 2.9323 4.5503 2.0200
42 As 0.3832 1.5171 0.5985
43 C -0.3615 1.7604 -1.1868
44 C -1.6110 2.3336 -1.4031
45 C -2.1185 2.4418 -2.6909
46 C -1.3893 1.9704 -3.7726
47 C -0.1539 1.3761 -3.5607
48 C 0.3557 1.2628 -2.2749
49 C -1.0118 2.2002 1.7517
50 C -1.6682 1.3432 2.6277
51 C -2.6755 1.8433 3.4472
52 C -3.0230 3.1833 3.3969
53 C -2.3603 4.0416 2.5261
54 C -1.3562 3.5522 1.7079
55 H 4.4522 5.6497 0.9793
56 H 4.0336 4.5130 -1.1787
57 H 2.2876 2.7971 -1.3526
58 H 1.3654 3.3201 2.8044
59 H 3.1102 5.0432 2.9671
60 H -2.2043 2.6880 -0.5714
61 H -3.0911 2.8917 -2.8450
62 H -1.7880 2.0543 -4.7753
63 H 0.4171 0.9871 -4.3942
64 H 1.3100 0.7704 -2.1308
65 H -1.3829 0.2989 2.6667
66 H -3.1842 1.1755 4.1305
67 H -3.8072 3.5652 4.0380
68 H -2.6244 5.0906 2.4872
69 H -0.8318 4.2267 1.0405
70 F 0.0050 -1.0935 2.2394

Forces on atoms 1 to 6 (eV/Å):
Ni 0.09 0.27 -0.01
C 0.01 0.04 0.01
C 0.03 -0.05 -0.03
C -0.07 0.04 -0.04
C 0.00 0.00 0.06
C 0.02 0.01 0.00


Entry 2:
C33H32Br2CrN8OS2 | ωB97M-V with the def2-TZVPD basis set

Gap between HOMO and LUMO (alpha / beta) = 7.90 / 7.93 eV
Expectation value of S² = 6.01
Net charge = +2
Lowest unoccupied orbital energy (alpha / beta) = -5.167 / -5.297 eV
2S+1 = 5
HOMO energy (alpha / beta) = -13.1 / -13.2 eV

CARTESIAN COORDINATES (ANGSTROEM)
1 Cr 0.3455 -0.5620 -0.3810
2 C -1.9107 -0.1403 4.6058
3 N -2.7251 -0.4270 3.4240
4 C -4.0945 -0.6403 3.4453
5 C -4.4742 -0.8834 2.1936
6 N -3.3218 -0.8319 1.3858
7 C -2.2368 -0.5541 2.1697
8 S -0.5798 -0.3083 1.8777
9 C -3.3918 -1.0822 -0.0272
10 C -4.5897 -0.8385 -0.6906
11 C -4.6952 -1.2075 -2.0157
12 C -3.6097 -1.8032 -2.6373
13 C -2.4540 -1.9539 -1.9003
14 N -2.3277 -1.5832 -0.6182
15 H -2.5615 -0.1560 5.4760
16 H -1.4443 0.8379 4.5135
17 H -1.1299 -0.8896 4.7136
18 H -4.6746 -0.6062 4.3545
19 H -5.4455 -1.1388 1.8145
20 H -5.4169 -0.3466 -0.2018
21 H -5.6205 -1.0395 -2.5522
22 H -3.6590 -2.1422 -3.6656
23 H -1.5762 -2.4116 -2.3418
24 N -1.4101 2.3960 -2.7349
25 C -1.7223 3.0968 -1.5780
26 C -2.3937 4.3008 -1.3933
27 C -2.4748 4.7641 -0.0998
28 C -1.8953 4.0497 0.9636
29 C -1.2393 2.8531 0.7668
30 C -1.1677 2.3572 -0.5378
31 N -0.5466 1.2158 -1.0745
32 C -0.7131 1.3090 -2.3756
33 C -0.1237 0.3351 -3.2916
34 C -0.0690 0.3423 -4.6428
35 S 0.8261 -0.9993 -5.1841
36 C 1.0813 -1.4866 -3.5782
37 N 0.5304 -0.7163 -2.6870
38 H -1.6527 2.6586 -3.6751
39 H -2.8156 4.8514 -2.2252
40 H -2.9763 5.7024 0.0979
41 H -1.9570 4.4608 1.9648
42 H -0.7694 2.3318 1.5851
43 H -0.4882 1.0545 -5.3401
44 H 1.6539 -2.3755 -3.3335
45 Br 1.8756 -6.8836 1.5460
46 C 1.4558 -5.1570 0.9909
47 C 0.1595 -4.6872 1.0737
48 C -0.0867 -3.4022 0.6452
49 N 0.8539 -2.5796 0.1613
50 C 2.1147 -3.0454 0.0929
51 C 2.4437 -4.3280 0.4902
52 C 3.1506 -2.0922 -0.4235
53 C 4.4972 -2.4141 -0.4959
54 C 5.3751 -1.4753 -1.0102
55 Br 7.1894 -1.8824 -1.1538
56 C 4.8985 -0.2465 -1.4259
57 C 3.5425 -0.0179 -1.3122
58 N 2.6812 -0.9113 -0.8242
59 H -0.6426 -5.3036 1.4553
60 H -1.0922 -3.0037 0.6790
61 H 3.4576 -4.6930 0.4139
62 H 4.8769 -3.3684 -0.1613
63 H 5.5625 0.5097 -1.8256
64 H 3.1218 0.9284 -1.6324
65 C 2.3665 1.5328 3.2163
66 C 2.6229 0.8529 1.8870
67 O 1.9934 1.5017 0.7765
68 C 2.6384 2.7367 0.4604
69 C 2.0526 3.3626 -0.7859
70 H 2.7886 0.9266 4.0217
71 H 1.2912 1.6375 3.3875
72 H 2.8277 2.5199 3.2697
73 H 2.2180 -0.1599 1.9083
74 H 3.6996 0.7757 1.6947
75 H 3.7098 2.5422 0.3248
76 H 2.5354 3.4338 1.2940
77 H 1.9657 2.6391 -1.6009
78 H 2.7060 4.1726 -1.1145
79 H 1.0662 3.7855 -0.5919

Forces on atoms 1 to 6 (eV/Å):
Cr -0.02 -0.11 -0.09
C -0.09 0.00 -0.11
N 0.11 -0.06 0.29
C 0.30 0.16 0.35
C 0.14 -0.13 -0.51
N -0.29 -0.07 -0.32


no.,M (g/mol)
1,609.2
2,832.6